Entry 1:
Computed, not measured: a structure of composition C27H38Cl2IrN3O6, with wB97M-V/def2-TZVPD.

Calculated values
energy relative to the best compared isomer or geometry (same formula, charge and spin)	0.957	eV
electronic energy	-2691.8993	Eh
LUMO level (alpha / beta)	0.23 / -0.52	eV

Geometry as ORCA input:
```
! RIJCOSX wB97M-V def2-TZVPD def2/J DEFGRID3
* xyz 0 5
O 0.7491 1.4918 -0.3305
C 1.6956 2.0446 0.4440
C 2.9605 2.0470 -0.4017
C 3.0906 1.1278 -1.4478
H 2.3220 0.3604 -1.5755
C 4.1696 1.2177 -2.3275
H 4.2106 0.5283 -3.1708
C 5.1657 2.1739 -2.1020
H 6.0156 2.2341 -2.7794
C 5.0678 3.0489 -1.0138
H 5.8541 3.7796 -0.8170
C 3.9509 3.0032 -0.1748
H 3.8273 3.6789 0.6772
H 1.4316 3.0809 0.7263
C 1.1783 1.8991 3.0819
C 1.7714 1.2055 1.8840
H 1.9227 2.0018 3.8894
H 0.3333 1.3360 3.4973
H 0.8430 2.9113 2.8211
C 2.8622 0.4081 2.0142
C 3.4323 -0.1154 3.2979
H 3.3859 0.0765 1.1191
H 4.4372 0.2992 3.5016
H 3.5731 -1.2038 3.2263
H 2.8073 0.0993 4.1786
Ir -0.4986 0.0450 0.8235
Cl 0.4789 -1.2326 2.4704
C -2.0000 -2.4881 1.3517
O -2.1592 -1.2277 1.2691
N -2.9993 -3.3552 1.2138
C -4.3852 -2.9224 1.2634
C -2.7405 -4.7923 1.2492
H -1.0178 -2.9440 1.5480
H -4.4517 -1.8755 0.9641
H -4.7908 -3.0522 2.2756
H -4.9595 -3.5608 0.5880
H -1.7443 -4.9843 0.8314
H -3.5021 -5.3068 0.6544
H -2.7707 -5.1820 2.2785
H -0.1278 2.9344 -4.3261
H -1.8685 1.1007 -4.4499
C 0.2949 2.4588 -3.4308
C -1.3378 0.6148 -3.6171
N -0.7194 1.6364 -2.7823
H 0.6355 3.2261 -2.7303
C -1.0524 1.8565 -1.5071
O -1.6716 1.0354 -0.7651
H -2.0226 -0.0021 -3.0294
H -0.7918 2.8815 -1.1844
H 1.1502 1.8441 -3.7464
H -0.5502 -0.0165 -4.0533
H -4.2595 2.4309 3.6862
H -4.2014 4.6605 2.1261
C -3.1932 2.6674 3.7974
C -3.1105 4.6180 2.2477
N -2.6832 3.2590 2.5640
H -2.6363 1.7570 4.0308
C -1.9310 2.5533 1.7292
O -1.5923 1.3591 2.0186
H -2.6267 4.9319 1.3177
H -1.6188 3.0612 0.8020
H -3.0878 3.4014 4.6022
H -2.8243 5.2984 3.0599
Cl 1.5109 -6.9648 -3.8219
C 0.8760 -5.5172 -3.1604
C -0.4637 -5.1679 -3.4059
C -0.9774 -3.9984 -2.8394
C -0.1747 -3.1811 -2.0288
C 1.1656 -3.5247 -1.8103
C 1.6932 -4.6898 -2.3723
C -0.7895 -1.9787 -1.3583
O -2.0018 -1.7537 -1.5212
O 0.0604 -1.2828 -0.6135
H -1.0836 -5.8100 -4.0240
H -2.0139 -3.7148 -3.0147
H 1.7780 -2.8733 -1.1883
H 2.7302 -4.9668 -2.1995
*
```

***

Entry 2:
Computed, not measured: a structure of composition C27H38ClEuN9O4S, with wB97M-V/def2-TZVPD.

Calculated values
electronic energy	-3413.7021	Eh
LUMO level (alpha / beta)	-4.05 / -3.25	eV

Geometry as ORCA input:
```
! RIJCOSX wB97M-V def2-TZVPD def2/J DEFGRID3
* xyz 1 7
Eu 0.6438 1.5446 -0.4593
C 4.0456 -1.9547 -5.0252
C 2.5660 -2.1797 -4.7268
N 1.8641 -0.9260 -4.4654
C 1.7936 -0.3530 -3.2496
S 1.3558 1.3122 -3.1985
N 2.0966 -1.1149 -2.2088
N 2.0648 -0.5441 -0.9942
C 2.7510 -1.1999 -0.0971
C 3.4066 -2.4979 -0.4464
C 2.9879 -0.5384 1.1821
C 3.6417 -1.1812 2.2329
C 3.9802 -0.4680 3.3689
C 3.6779 0.8795 3.4205
C 2.9927 1.4377 2.3492
N 2.6280 0.7578 1.2714
H 4.5512 -2.9111 -5.1513
H 4.5216 -1.4124 -4.2071
H 4.1703 -1.3760 -5.9409
H 2.4453 -2.8081 -3.8495
H 2.0851 -2.6653 -5.5752
H 1.7963 -0.2747 -5.2323
H 4.2409 -2.3029 -1.1235
H 2.6979 -3.1155 -0.9938
H 3.7747 -3.0400 0.4168
H 3.8917 -2.2284 2.1650
H 4.4885 -0.9547 4.1899
H 3.9563 1.4869 4.2693
H 2.7299 2.4860 2.3642
O 2.1073 5.1874 -0.1453
Cl 1.6256 3.8889 -0.3167
O 1.2035 3.2996 0.9472
O 2.5872 2.9817 -0.8677
O 0.4472 3.8418 -1.1588
C -1.8951 0.0835 -2.4977
N -1.7101 1.4386 -1.9468
C -1.7034 2.3820 -3.0877
C -2.8811 1.7600 -1.1092
C -2.6712 3.0172 -0.2854
N -1.8082 2.7836 0.8806
C -2.5613 2.0041 1.8788
C -1.5254 4.0946 1.4863
H -2.8108 0.0262 -3.0962
H -1.9575 -0.6481 -1.6897
H -1.0505 -0.1708 -3.1378
H -2.6840 2.3860 -3.5756
H -0.9535 2.0840 -3.8120
H -1.4655 3.3900 -2.7585
H -3.0766 0.9152 -0.4475
H -3.7658 1.8977 -1.7421
H -3.6479 3.3994 0.0395
H -2.1987 3.7835 -0.8992
H -2.0492 2.0336 2.8361
H -2.6488 0.9614 1.5818
H -3.5655 2.4233 2.0218
H -2.4518 4.5825 1.8131
H -1.0308 4.7489 0.7712
H -0.8710 3.9737 2.3473
C -0.0153 0.1073 4.0429
C 0.0758 0.7401 2.8111
N -0.1269 0.0931 1.6426
C -0.4345 -1.1951 1.6908
C -0.5550 -1.9308 2.8800
C -0.3253 -1.2393 4.0868
C -0.8506 -3.3404 2.8737
C -1.8499 -3.9615 2.1654
C -2.8442 -3.3231 1.3659
C -3.8064 -4.0898 0.6682
C -4.7361 -3.4091 -0.0802
N -4.7703 -2.0632 -0.1379
C -3.8441 -1.4204 0.5560
N -2.8835 -1.9627 1.2838
H 0.1504 0.6664 4.9546
H 0.3256 1.7924 2.7389
H -0.5663 -1.6932 0.7361
H -0.4094 -1.7613 5.0309
H -0.2234 -3.9406 3.5285
H -1.9485 -5.0390 2.2389
H -3.8034 -5.1696 0.7213
H -5.4935 -3.9335 -0.6522
H -3.8982 -0.3341 0.5390
*
```

***

Entry 3:
Computed, not measured: a structure of composition C27H38LuN6O4, with wB97M-V/def2-TZVPD.

Calculated values
energy relative to the best compared isomer or geometry (same formula, charge and spin)	0.000	eV
electronic energy	-2916.0469	Eh
LUMO level	-7.44	eV

Geometry as ORCA input:
```
! RIJCOSX wB97M-V def2-TZVPD def2/J DEFGRID3
* xyz 3 1
Lu -0.4341 0.3304 -0.3665
C -1.1890 -2.9646 -0.2120
C 0.1238 -3.0019 0.5659
C 0.0324 -2.1881 1.8514
C 0.3829 -2.7310 3.0721
C 0.0599 -2.0659 4.2375
C -0.5120 -0.8089 4.1585
C -0.7639 -0.3223 2.8597
N -0.5352 -0.9843 1.7416
N -1.3694 -1.8231 -1.1388
C -2.8309 -1.6258 -1.3396
C -3.4376 -0.7397 -0.3254
C -4.7184 -0.9572 0.1258
C -5.3674 -0.0144 0.9130
C -4.6219 1.0956 1.3363
C -3.3376 1.2417 0.8855
N -2.7581 0.3621 0.0398
C -0.7458 -2.1556 -2.4284
C -0.6606 -0.9512 -3.3606
C -0.7089 -1.1848 -4.7262
C -0.6024 -0.1265 -5.5759
C -0.3708 1.1614 -5.0463
C -0.3703 1.3070 -3.6767
N -0.5498 0.2670 -2.8352
H -1.9733 -2.9678 0.5561
H -1.2568 -3.9560 -0.7196
H 0.9829 -2.6706 -0.0094
H 0.3500 -3.9995 0.9213
H 0.7829 -3.7394 3.1139
H 0.2514 -2.5597 5.1756
H -0.7480 -0.2512 5.0717
H -1.2371 0.6291 2.7795
H -3.3336 -2.6106 -1.3657
H -3.0096 -1.1601 -2.3063
H -5.2279 -1.8703 -0.1043
H -6.4248 -0.1324 1.1865
H -5.0270 1.8438 2.0158
H -2.6843 2.0594 1.2198
H -1.3859 -2.9139 -2.8859
H 0.2512 -2.5735 -2.2300
H -0.8177 -2.2151 -5.0416
H -0.6664 -0.2708 -6.6435
H -0.2559 2.0229 -5.7135
H -0.2213 2.2719 -3.2622
C 3.1504 -1.5929 -2.9160
N 3.6095 -0.8213 -1.7881
C 5.0576 -0.5385 -1.7508
C 2.7644 -0.3382 -0.9165
O 1.5118 -0.4624 -1.0618
C 3.2850 0.3890 0.3630
O 2.1577 0.4342 1.2186
C 2.1997 1.3769 2.2369
C 1.0055 2.3044 2.0216
O 0.1968 2.0797 1.0436
N 0.8601 3.2968 2.8546
C -0.1874 4.2876 2.6896
C 1.7289 3.5291 4.0442
H 3.1459 -0.9698 -3.8175
H 2.1616 -1.9727 -2.7435
H 3.8013 -2.4440 -3.1087
H 5.2421 0.5324 -1.8715
H 5.5157 -1.0558 -2.5834
H 5.5180 -0.9351 -0.8335
H 3.6947 1.3555 0.0600
H 4.1249 -0.1974 0.7933
H 3.1134 1.9695 2.2748
H 2.1209 0.8556 3.1958
H -1.2039 3.8128 2.6210
H -0.0380 4.9399 1.8193
H -0.2479 4.9141 3.5915
H 2.3886 2.6760 4.1813
H 1.0820 3.5795 4.9277
H 2.2992 4.4398 3.9627
O -1.1124 2.4693 -0.9573
H -1.3761 2.9530 -1.7205
H -0.6338 3.0773 -0.3440
*
```

***

Entry 4:
Computed, not measured: a cluster of 6 separate species, C27H38N9O2 in total, with wB97M-V/def2-TZVPD.

Calculated values
electronic energy	-1694.5667	Eh
LUMO level	-3.88	eV

Geometry as ORCA input:
```
! RIJCOSX wB97M-V def2-TZVPD def2/J DEFGRID3
* xyz 1 1
C 3.4267 -4.8959 3.3942
O 2.4440 -5.0140 2.3663
C 2.1439 -3.7877 1.7725
N 0.8977 -3.9749 1.0374
C -0.2858 -3.6631 1.4993
N -1.3964 -3.8759 0.7346
C -2.3421 -4.8153 1.4175
C -2.4654 -4.5252 2.9238
C -1.7073 -3.2897 3.4091
N -0.3804 -3.1006 2.7657
N -0.0042 -1.7017 2.7642
C -0.1292 -1.0861 1.6882
O -0.0785 -0.5151 0.6895
H 3.2833 -5.7318 4.0731
H 3.2808 -3.9831 3.9809
H 4.4370 -4.8926 2.9832
H 2.0711 -2.9699 2.4888
H 2.9257 -3.5313 1.0473
H 0.9930 -4.3880 0.1176
H -1.1012 -4.2870 -0.1521
H -3.3089 -4.7562 0.9249
H -1.9508 -5.8240 1.2791
H -3.5118 -4.3758 3.1777
H -2.1248 -5.4076 3.4633
H -1.5176 -3.4188 4.4729
H -2.2845 -2.3778 3.2570
N 0.1564 1.9204 5.5506
C 0.4386 1.3765 4.3267
C 0.9392 2.3728 3.5303
C 0.9616 3.5625 4.3054
C 0.4745 3.2505 5.5462
H -0.2261 1.4221 6.3325
H 0.2613 0.3342 4.1316
H 1.2555 2.2642 2.5056
H 1.2956 4.5359 3.9858
H 0.3272 3.8583 6.4222
N -3.5120 0.5397 -2.3205
C -3.4576 1.4912 -3.2990
C -2.2004 2.0375 -3.2873
C -1.4648 1.3901 -2.2617
C -2.2986 0.4696 -1.6836
H -4.3174 -0.0182 -2.1037
H -4.3140 1.6995 -3.9178
H -1.8458 2.8179 -3.9395
H -0.4422 1.5797 -1.9805
H -2.1345 -0.2207 -0.8740
N -1.2516 -2.4938 -2.6972
C -0.1868 -2.6031 -3.5446
C -0.0153 -3.9305 -3.8448
C -1.0256 -4.6538 -3.1564
C -1.7721 -3.7369 -2.4569
H -1.6024 -1.6293 -2.3101
H 0.3559 -1.7295 -3.8638
H 0.7420 -4.3364 -4.4939
H -1.1910 -5.7186 -3.1798
H -2.6347 -3.8624 -1.8224
N -1.7937 1.9608 -6.9007
C -1.4596 1.3537 -8.0809
C -0.9500 2.3109 -8.9165
C -0.9753 3.5448 -8.2125
C -1.4993 3.2961 -6.9726
H -2.1930 1.4988 -6.1038
H -1.6129 0.2978 -8.2242
H -0.5981 2.1465 -9.9210
H -0.6465 4.5038 -8.5757
H -1.6872 3.9531 -6.1404
N 3.6471 6.7658 3.9751
C 3.9287 6.2203 2.7513
C 4.4278 7.2147 1.9538
C 4.4513 8.4064 2.7277
C 3.9654 8.0967 3.9691
H 3.2659 6.2666 4.7570
H 3.7506 5.1765 2.5554
H 4.7428 7.1018 0.9301
H 4.7874 9.3785 2.4086
H 3.8196 8.7059 4.8445
*
```

***

Entry 5:
Computed, not measured: a structure of composition C27H39F7O26P2S2, with wB97M-V/def2-TZVPD.

Calculated values
electronic energy	-5186.6981	Eh
LUMO level	-1.00	eV

Geometry as ORCA input:
```
! RIJCOSX wB97M-V def2-TZVPD def2/J DEFGRID3
* xyz 0 1
O 0.0727 -1.4501 4.5835
S 1.1928 -2.2005 4.1279
O 1.3952 -3.4321 5.1964
P 1.3413 -2.8819 6.8145
P 2.3556 -4.5455 7.8352
O 3.1142 -5.2494 6.7879
O 1.2898 -5.5810 8.4625
O 3.4562 -4.0397 8.9423
O 0.7710 -3.1398 2.7361
S 0.5757 -2.2691 1.3896
O 0.0061 -3.1245 0.4072
O -0.3120 -1.1846 1.6212
C 2.1619 -1.4994 0.7991
F 3.0775 -1.3868 1.7662
F 1.8642 -0.2545 0.4410
C 2.8483 -2.2300 -0.4194
F 4.1757 -2.0287 -0.2631
F 2.6742 -3.5423 -0.4373
C 2.5061 -1.5803 -1.8139
F 3.2143 -0.4938 -2.0042
F 1.2110 -1.3736 -1.9794
F 2.8731 -2.4750 -2.7313
H 2.1475 -1.7208 7.0027
H 1.8033 -6.3957 8.6166
H 3.3370 -3.0834 9.0679
C -1.3044 -0.2630 -1.5902
C -1.5555 1.1713 -1.9851
C -2.5916 1.8748 -1.1519
O -3.0748 2.8759 -2.0563
C -2.8944 2.3854 -3.3176
O -3.3412 2.8728 -4.3046
O -2.1352 1.2580 -3.2948
H -0.6889 -0.7545 -2.3316
H -0.8078 -0.3188 -0.6224
H -2.2395 -0.8250 -1.5360
H -0.6112 1.7252 -2.0018
H -2.1731 2.3320 -0.2570
H -3.4290 1.2324 -0.8685
C -2.4816 -4.4534 -0.2735
C -3.8209 -4.9040 0.2572
C -4.1678 -4.3577 1.6167
O -5.0589 -5.3575 2.1201
C -4.7210 -6.5307 1.5174
O -5.1389 -7.5942 1.8329
O -3.8350 -6.3165 0.5043
H -2.2184 -5.0174 -1.1698
H -2.4957 -3.3913 -0.5184
H -1.6927 -4.6326 0.4529
H -4.6062 -4.6864 -0.4743
H -4.6607 -3.3882 1.5693
H -3.3077 -4.2909 2.2883
C 6.6113 1.1727 0.4290
C 6.6524 1.6158 1.8705
C 7.1836 0.5800 2.8251
O 6.5492 0.9531 4.0524
C 5.3837 1.5745 3.7238
O 4.5283 1.8525 4.4970
O 5.3302 1.8283 2.3864
H 6.0596 1.8920 -0.1773
H 7.6174 1.0701 0.0214
H 6.0952 0.2154 0.3284
H 7.2001 2.5590 1.9580
H 8.2671 0.6122 2.9231
H 6.8758 -0.4385 2.5734
C -3.0290 5.7947 -3.2169
C -3.1057 6.7894 -2.0864
C -4.4167 7.5222 -1.9900
O -4.0269 8.7421 -1.3446
C -2.7260 8.9637 -1.6681
O -2.1392 9.9730 -1.4479
O -2.1853 7.8752 -2.2802
H -2.0065 5.4318 -3.3388
H -3.6802 4.9454 -3.0355
H -3.3127 6.2543 -4.1631
H -2.8483 6.3010 -1.1401
H -5.1559 6.9880 -1.3952
H -4.8476 7.7685 -2.9632
C -3.2273 7.9432 -9.3625
C -3.1373 8.4084 -7.9295
C -2.6008 7.3780 -6.9723
O -3.1908 7.7872 -5.7334
C -4.3513 8.4270 -6.0430
O -5.1775 8.7375 -5.2488
O -4.4388 8.6577 -7.3798
H -3.7803 8.6656 -9.9637
H -2.2333 7.8159 -9.7925
H -3.7641 6.9955 -9.4347
H -2.5683 9.3416 -7.8742
H -1.5144 7.3902 -6.9057
H -2.9349 6.3613 -7.1949
C 2.1819 -7.0680 1.5128
C 2.3013 -6.9381 3.0126
C 2.8758 -8.1485 3.7002
O 2.3115 -8.0417 5.0087
C 1.1379 -7.3716 4.8804
O 0.3268 -7.2614 5.7392
O 1.0116 -6.8442 3.6304
H 1.6040 -6.2382 1.1027
H 3.1667 -7.0761 1.0440
H 1.6560 -7.9842 1.2382
H 2.8594 -6.0314 3.2672
H 3.9633 -8.1321 3.7454
H 2.5484 -9.0932 3.2576
*
```